DFT (ωB97M-V/def2-TZVPD) results for C39H32BrCl6InN2O12Te as an isolated structure.

Each line ends with the Löwdin charge.
Element x y z (Å)
In  -0.500  -0.001  -0.144  0.6769
C  0.936  3.814  7.143  -0.0758
C  1.868  3.063  6.190  -0.5631
C  2.248  1.726  6.843  -0.0519
C  3.136  3.906  6.004  -0.0616
C  1.208  2.796  4.837  -0.1877
C  1.932  2.207  3.805  -0.1024
C  1.314  1.950  2.606  -0.5414
Br  2.337  1.126  1.244  0.8722
C  -0.046  2.218  2.295  -0.3785
O  -0.537  1.969  1.107  -0.3456
C  -0.787  2.769  3.375  -0.0671
C  -0.130  3.053  4.575  0.0004
C  -2.295  3.098  3.355  -0.5136
C  -3.048  2.576  2.133  -0.0595
C  -2.971  2.464  4.586  -0.0439
C  -2.474  4.622  3.399  -0.0496
H  1.463  4.026  8.078  0.0768
H  0.049  3.224  7.385  0.0833
H  0.608  4.764  6.714  0.0851
H  2.711  1.888  7.823  0.0761
H  2.952  1.172  6.218  0.0787
H  1.362  1.101  6.974  0.0916
H  3.607  4.106  6.973  0.0751
H  2.894  4.861  5.532  0.0868
H  3.867  3.397  5.374  0.0724
H  2.974  1.934  3.925  0.0943
H  -0.722  3.501  5.360  0.0831
H  -2.870  1.517  1.980  0.0654
H  -2.760  3.098  1.226  0.0200
H  -4.121  2.729  2.287  0.0947
H  -2.762  1.392  4.620  0.0880
H  -4.054  2.601  4.515  0.0801
H  -2.645  2.910  5.529  0.0666
H  -2.010  5.083  2.522  0.0833
H  -2.015  5.053  4.292  0.0717
H  -3.539  4.880  3.398  0.0809
Cl  1.775  0.720  -2.387  0.7350
C  2.014  -0.865  -1.709  -0.6952
C  1.220  -1.269  -0.641  -0.3136
C  1.487  -2.516  -0.091  -0.6831
Cl  0.618  -3.056  1.299  0.7643
C  2.474  -3.352  -0.621  -0.6897
Cl  2.767  -4.914  0.064  0.6518
C  3.227  -2.931  -1.711  -0.6954
Cl  4.448  -3.963  -2.379  0.6404
C  3.009  -1.671  -2.253  -0.6907
Cl  3.971  -1.119  -3.585  0.6474
O  -2.121  -1.099  3.663  0.0359
C  -2.149  -0.912  2.451  -0.5739
O  -1.110  -0.612  1.755  -0.1258
C  -3.514  -0.999  1.777  -0.0304
C  -4.478  -1.684  2.465  0.0675
C  -5.807  -1.687  2.027  -0.1485
C  -6.193  -0.896  0.969  0.0685
C  -5.238  -0.174  0.286  -0.0486
C  -3.840  -0.314  0.549  -0.3006
O  -2.957  0.094  -0.248  -0.2192
N  -5.710  0.729  -0.762  -0.3239
O  -4.971  1.637  -1.098  0.0331
O  -6.863  0.613  -1.167  0.0404
N  -6.807  -2.463  2.736  -0.3705
O  -7.969  -2.410  2.356  0.0288
O  -6.447  -3.142  3.685  0.0432
H  -4.203  -2.190  3.378  0.1277
H  -7.229  -0.819  0.683  0.1237
O  -2.755  -2.590  -2.929  -0.3232
Cl  -1.506  -2.379  -2.242  0.7006
O  -1.715  -2.347  -0.793  -0.3741
O  -0.547  -3.392  -2.598  -0.3149
O  -0.968  -1.044  -2.589  -0.4257
Te  -1.850  2.264  -1.277  1.7153
C  -0.402  3.546  -2.186  -0.4710
C  -0.117  4.761  -1.571  -0.1300
C  0.773  5.657  -2.155  -0.0991
C  1.382  5.343  -3.362  -0.1065
C  1.104  4.128  -3.979  -0.0922
C  0.218  3.234  -3.394  -0.1885
C  -2.807  2.017  -3.163  -0.4452
C  -3.242  0.789  -3.639  -0.1073
C  -3.911  0.715  -4.857  -0.0706
C  -4.162  1.862  -5.594  -0.1051
C  -3.756  3.098  -5.102  -0.1024
C  -3.089  3.175  -3.888  -0.1428
H  -0.583  5.004  -0.623  0.0952
H  0.988  6.599  -1.666  0.0946
H  2.070  6.041  -3.822  0.0912
H  1.579  3.874  -4.919  0.0996
H  -0.008  2.298  -3.890  0.0893
H  -3.078  -0.110  -3.071  0.0686
H  -4.235  -0.253  -5.219  0.1050
H  -4.678  1.797  -6.545  0.0903
H  -3.971  4.005  -5.656  0.0920
H  -2.782  4.144  -3.510  0.0962

charge = -2
orbital gap = 0.2541 Ha
maximum force = 1.3 eV/A